28
Properties=species:S:1:pos:R:3 method="wB97M-V/def2-TZVPD" orbital_gap_ev=10.751 e_tot_ev=-19423.307 lumo_energy_ev=-2.59 largest_force_ha_per_bohr=0.1357 charge=+1 smiles=Cc1[nH]cc[n+]1C[Si](C)(C)C
C 0.92670 -1.01727 -2.71277
C -0.22147 -1.36113 -1.87122
N -0.82289 -2.53766 -1.76598
C -1.87327 -2.35753 -0.85694
C -1.94562 -1.08001 -0.36750
N -0.78708 -0.46985 -1.03798
C -0.49242 0.87427 -0.66861
Si 0.33173 1.12041 1.16587
C 2.15079 0.20457 1.10872
C 0.57092 2.99621 1.61644
C -0.75855 0.36624 2.50683
H 0.81880 -0.03662 -3.10665
H 1.84826 -1.34112 -2.29495
H 0.91597 -1.70173 -3.56475
H -0.68541 -3.35145 -2.19112
H -2.49824 -3.25528 -0.82684
H -2.54510 -0.51603 0.34742
H -1.43224 1.34241 -0.58655
H 0.09910 1.23968 -1.45759
H 1.97267 -0.82887 0.90561
H 2.70697 0.77346 0.38516
H 2.70713 0.35079 2.04975
H 1.50950 2.93369 2.12255
H 0.65407 3.54899 0.71381
H -0.27154 3.41295 2.07526
H -1.79931 0.58149 2.35429
H -0.66441 -0.71266 2.59122
H -0.41507 0.82203 3.36651